(1)
56
Properties=species:S:1:pos:R:3 method="wB97M-V/def2-TZVPD" de_lowest_kj_mol=96.6 multiplicity=1 fmax_ha_per_bohr=0.0173
C 3.092 -5.696 -2.212
C 2.447 -4.316 -2.169
C 2.739 -3.601 -0.851
C 2.085 -2.222 -0.772
C 0.585 -2.197 -0.690
C -0.128 -3.303 -0.373
C -1.571 -3.344 -0.340
O -2.237 -4.304 -0.038
O -2.218 -2.195 -0.704
C -1.552 -1.055 -0.983
C -2.350 0.046 -1.272
C -1.775 1.268 -1.559
C -2.630 2.461 -1.835
C -0.387 1.380 -1.525
C 0.421 0.306 -1.196
O 1.767 0.430 -1.008
C 2.390 1.686 -1.166
C 1.862 2.871 -0.343
O 1.785 3.961 -0.882
N 1.550 2.688 0.953
C 1.603 1.467 1.720
C 0.189 0.983 2.057
C -0.618 2.086 2.759
C -2.049 1.594 2.843
O -2.891 1.775 2.006
O -2.265 0.882 3.952
C -0.550 3.387 1.957
C 0.900 3.767 1.673
C -0.145 -0.975 -0.961
H 2.701 -6.325 -1.416
H 2.888 -6.183 -3.163
H 4.170 -5.619 -2.090
H 1.369 -4.416 -2.306
H 2.829 -3.711 -2.994
H 3.820 -3.462 -0.762
H 2.429 -4.223 -0.010
H 2.389 -1.648 -1.648
H 2.474 -1.693 0.103
H 0.342 -4.243 -0.140
H -3.420 -0.078 -1.252
H -3.175 2.728 -0.930
H -3.362 2.237 -2.608
H -2.031 3.312 -2.149
H 0.051 2.341 -1.736
H 3.437 1.511 -0.893
H 2.360 2.008 -2.215
H 2.145 1.681 2.650
H 2.142 0.694 1.176
H -0.328 0.708 1.137
H 0.249 0.100 2.695
H -0.236 2.231 3.773
H -3.171 0.531 3.966
H -1.081 3.244 1.015
H -1.041 4.191 2.506
H 1.441 3.945 2.608
H 0.952 4.662 1.052

(2)
50
Properties=species:S:1:pos:R:3 method="wB97M-V/def2-TZVPD" charge=+1 de_lowest_kj_mol=21.2 multiplicity=1 fmax_ha_per_bohr=0.0203
C 2.701 -3.362 -1.699
C 1.271 -3.596 -2.198
C 0.287 -4.005 -1.108
S 0.148 -2.779 0.208
C 1.871 -2.994 0.699
C 2.843 -2.567 -0.395
H 3.179 -4.340 -1.556
H 3.262 -2.837 -2.485
H 0.901 -2.689 -2.694
H 1.289 -4.399 -2.945
H -0.720 -4.142 -1.520
H 0.615 -4.935 -0.623
H 2.017 -2.397 1.607
H 1.995 -4.059 0.934
H 3.860 -2.704 -0.008
H 2.702 -1.495 -0.597
C -6.098 -0.908 -2.262
C -4.667 -0.633 -1.920
C -3.628 -1.294 -2.589
C -2.297 -1.099 -2.235
C -1.945 -0.209 -1.184
C -0.586 0.029 -0.784
C -0.188 1.130 -0.022
C 1.126 1.437 0.336
C 1.491 2.446 1.287
C 2.847 2.802 1.527
C 3.178 3.742 2.499
C 2.189 4.388 3.257
C 2.566 5.395 4.303
C 0.846 4.076 2.999
C 0.497 3.127 2.048
C -3.019 0.457 -0.514
C -4.335 0.258 -0.890
H -6.767 -0.322 -1.624
H -6.294 -0.641 -3.308
H -6.358 -1.969 -2.142
H -3.896 -1.975 -3.404
H -1.506 -1.628 -2.780
H 0.199 -0.656 -1.130
H -0.970 1.828 0.282
H 1.924 0.895 -0.187
H 3.640 2.304 0.964
H 4.222 4.000 2.694
H 1.674 5.803 4.785
H 3.194 4.931 5.073
H 3.139 6.227 3.874
H 0.062 4.585 3.560
H -0.553 2.861 1.909
H -2.787 1.117 0.325
H -5.125 0.792 -0.366

(3)
75
Properties=species:S:1:pos:R:3 method="wB97M-V/def2-TZVPD" charge=-2 de_lowest_kj_mol=47.9 s_squared=0.754 multiplicity=2 fmax_ha_per_bohr=0.1198
Pb 0.450 -0.479 1.242
O -1.579 -2.059 0.664
C -2.670 -2.509 0.967
O -3.805 -2.027 0.835
B -4.871 -2.915 1.350
O -4.055 -3.959 2.071
C -2.776 -3.675 1.879
O -1.859 -4.115 2.549
O -5.739 -3.520 0.301
C -6.968 -3.464 0.750
O -7.948 -3.977 0.184
C -7.066 -2.541 2.024
O -5.773 -2.215 2.326
O -8.107 -2.108 2.584
O 2.546 -0.549 -0.461
C 3.672 -0.483 -0.950
O 4.019 0.221 -1.978
B 5.358 -0.146 -2.544
O 5.865 -1.010 -1.446
C 4.872 -1.157 -0.465
O 4.950 -1.860 0.547
O 5.078 -0.931 -3.712
C 5.807 -0.502 -4.683
O 5.838 -0.932 -5.842
C 6.563 0.794 -4.164
O 6.317 0.867 -2.879
O 7.423 1.398 -4.801
O -0.156 -1.087 3.544
H -1.131 -1.045 3.495
C 1.759 -3.766 0.650
O 1.732 -2.923 1.706
H 0.976 -3.617 -0.093
H 2.767 -3.780 0.236
H 1.718 -4.740 1.138
C 3.460 1.253 3.004
O 2.755 0.012 2.720
H 4.214 1.148 3.784
H 4.045 1.577 2.144
H 2.784 2.015 3.392
C 3.723 4.362 -0.033
C 3.762 3.379 -1.223
C 2.457 3.079 -1.760
C 1.549 2.470 -0.755
N 0.835 2.046 0.056
H 3.685 5.340 -0.511
H 4.696 4.438 0.453
H 2.942 4.383 0.727
H 4.365 2.503 -0.984
H 4.400 3.819 -1.990
H 2.427 2.348 -2.569
H 2.091 4.009 -2.195
C -2.561 0.661 -3.437
C -1.294 0.840 -4.349
C -0.079 1.112 -3.484
C -0.088 0.290 -2.219
N -0.204 -0.432 -1.276
H -2.560 1.306 -2.559
H -2.790 -0.396 -3.299
H -3.443 0.991 -3.986
H -1.422 1.633 -5.086
H -1.347 -0.106 -4.888
H 0.121 2.145 -3.201
H 0.767 0.733 -4.058
C -5.640 0.245 4.387
C -4.159 0.321 3.888
C -3.921 1.255 2.617
C -2.789 1.086 1.719
N -1.805 1.023 1.030
H -6.367 0.081 3.591
H -5.869 1.182 4.893
H -5.696 -0.657 4.997
H -3.978 -0.716 3.607
H -3.544 0.511 4.767
H -3.878 2.270 3.011
H -4.853 1.251 2.053

(4)
68
Properties=species:S:1:pos:R:3 method="wB97M-V/def2-TZVPD" charge=+3 de_lowest_kj_mol=0.0 s_squared=3.796 multiplicity=4 fmax_ha_per_bohr=0.0031
Mo 0.115 0.153 0.922
C 1.785 3.075 -1.897
C 1.891 2.296 -0.762
N 0.720 1.678 -0.510
N -0.149 2.075 -1.476
C 0.478 2.899 -2.323
B -1.648 1.684 -1.359
N -1.715 0.139 -1.530
C -2.289 -0.630 -2.457
C -1.920 -1.955 -2.238
C -1.099 -1.916 -1.134
N -0.964 -0.643 -0.701
N -2.039 2.039 0.134
C -3.039 2.826 0.542
C -2.912 3.044 1.909
C -1.781 2.342 2.277
N -1.248 1.737 1.195
N -2.541 2.423 -2.284
C -2.614 3.774 -2.520
C -3.852 4.046 -3.020
C -4.515 2.796 -3.029
N -3.743 1.832 -2.573
H 2.548 3.681 -2.355
H 2.765 2.133 -0.151
H -0.034 3.302 -3.181
H -2.943 -0.193 -3.192
H -2.224 -2.815 -2.809
H -0.587 -2.720 -0.626
H -3.770 3.195 -0.160
H -3.545 3.646 2.538
H -1.332 2.244 3.255
H -1.792 4.442 -2.321
H -4.230 5.000 -3.345
H -5.517 2.571 -3.360
N 1.434 1.241 2.361
C 1.658 0.431 3.592
C 1.972 -0.977 3.135
N 0.909 -1.494 2.217
C -0.123 -2.342 2.889
C -1.301 -1.490 3.269
N -1.633 -0.729 2.039
H 2.342 1.435 1.939
H 1.057 2.159 2.593
H 0.752 0.467 4.196
H 2.473 0.833 4.194
H 2.086 -1.643 3.991
H 2.918 -0.984 2.589
H 1.367 -2.148 1.559
H 0.307 -2.863 3.744
H -0.436 -3.098 2.165
H -1.063 -0.786 4.065
H -2.147 -2.093 3.598
H -2.331 -0.017 2.246
H -2.083 -1.355 1.370
F 3.114 -1.175 -3.349
C 4.068 -1.824 -2.667
F 4.812 -0.922 -2.017
F 4.836 -2.470 -3.526
C 3.431 -2.791 -1.674
C 3.715 -4.143 -1.755
C 3.126 -5.005 -0.846
C 2.256 -4.483 0.129
N 1.966 -3.201 0.217
C 2.544 -2.343 -0.658
S 2.211 -0.670 -0.523
H 4.388 -4.510 -2.519
H 3.323 -6.068 -0.873
H 1.792 -5.142 0.853